(1)
Density functional theory data (ωB97M-V/def2-TZVPD) for a single C4H9NO2S molecule at a distorted geometry.

Last column: Mulliken charge in e.
Cartesian coordinates (Å):
1 S -1.48051 0.65492 -0.43438  0.43
2 O -2.69208 0.92371 0.31602  -0.63
3 O -1.90190 -1.94117 -0.03114  -0.54
4 N 1.46295 -0.26761 0.33240  -0.40
5 C 0.64524 -1.18963 -0.45786  -0.79
6 C -0.84245 -0.96983 0.26423  0.04
7 C 1.29799 1.02277 -0.37218  -0.57
8 C 0.00031 1.55274 0.24467  -0.77
9 H -0.06336 1.47597 1.37074  0.36
10 H 2.15885 1.77412 -0.33531  0.33
11 H 1.29925 0.93331 -1.43489  0.35
12 H -0.51770 -0.68863 1.34279  0.30
13 H -2.74496 -1.82991 0.37431  0.34
14 H 2.36583 -0.70328 0.45756  0.26
15 H 0.81130 -2.29645 -0.29772  0.39
16 H 0.43847 -0.98542 -1.45140  0.35
17 H -0.23724 2.53437 0.11216  0.54

Forces on atoms 1 to 6 (eV/Å):
S 2.5 -1.5 -0.5
O -1.4 0.8 1.1
O 3.6 0.2 -0.5
N 0.4 -0.9 -2.0
C -3.4 -2.3 4.4
C 0.0 0.7 -0.3

Results
gap between HOMO and LUMO = 9.5237 eV
HOMO = -8.75 eV
LUMO energy = 0.78 eV
energy relative to the best compared isomer or geometry (same formula, charge and spin) = 350.1 kJ/mol

---

(2)
Density functional theory data (ωB97M-V/def2-TZVPD) for 2 unconnected molecules or ions with the total composition C2H3FO2S at a distorted geometry.

Last column: Mulliken charge in e.
Cartesian coordinates (Å):
1 S -2.51995 1.00041 2.72994  0.29
2 F -2.03859 1.39677 1.18619  -0.24
3 O -3.55702 -0.19799 2.43304  -0.42
4 O 0.14612 -1.26198 0.50081  -0.36
5 C 1.40877 0.25069 -0.95680  -0.93
6 C 0.75028 -0.54079 -0.18367  0.82
7 H 0.91402 0.81637 -1.72336  0.24
8 H 2.46354 0.39659 -0.83275  0.24
9 H -3.11697 -1.05729 2.34692  0.36

Forces on atoms 1 to 6 (eV/Å):
S 0.3 0.0 -1.0
F -0.3 -0.3 1.0
O -0.1 0.1 0.0
O 0.3 0.3 -0.2
C 0.7 0.8 -0.8
C -1.0 -1.0 0.9

Results
gap between HOMO and LUMO = 9.7179 eV
HOMO = -9.23 eV
LUMO energy = 0.49 eV
structure (SMILES) = C=C=O.OSF
energy relative to the best compared isomer or geometry (same formula, charge and spin) = 174.1 kJ/mol

---

(3)
Density functional theory data (ωB97M-V/def2-TZVPD) for a molecular structure, C30H29I2O16S.

Last column: Mulliken charge in e.
Cartesian coordinates (Å):
1 I 1.52185 0.89088 4.61621  0.25
2 I 2.95521 1.56202 0.57841  0.10
3 S 0.91252 -0.90523 2.11591  0.03
4 O 8.08879 0.77292 6.67074  -0.61
5 O -6.14873 1.29072 6.67933  -0.56
6 O -1.80839 0.64731 5.01354  -0.41
7 O -3.20535 1.60794 -5.66307  -0.56
8 O 6.01304 2.02434 5.83373  -0.58
9 O -5.83916 3.81543 6.27929  -0.60
10 O -4.11775 -0.71857 -7.50478  -0.67
11 O -1.49234 3.22040 4.60143  -0.54
12 O 5.30307 -1.49553 2.80892  -0.67
13 O -2.06398 -0.71316 -5.65773  -0.54
14 O -0.07834 3.30760 -2.58803  -0.59
15 O -4.78725 1.48473 -8.64332  -0.56
16 O -4.96801 -3.20096 -11.40130  -0.57
17 O 1.06039 1.02064 -2.61203  -0.54
18 O 7.42140 -2.74474 3.61749  -0.59
19 O -5.61002 -1.00343 -12.54823  -0.62
20 C 7.16531 -1.59307 4.21547  0.26
21 C -5.24918 0.40814 -10.68310  -0.98
22 C -2.24079 1.54374 -4.92367  1.03
23 C -4.49640 -2.13124 -9.35860  -1.17
24 C 7.91528 -1.07754 5.20106  -0.91
25 C 7.51845 0.18631 5.77145  1.00
26 C 3.15095 -0.57350 0.51955  -0.37
27 C 0.90158 -2.15896 4.73369  -0.34
28 C -1.73948 2.62769 -4.11509  -1.11
29 C -4.88722 -2.12670 -10.64571  0.37
30 C -4.45660 -0.87466 -8.66999  1.05
31 C -0.64463 2.40553 -3.37299  0.20
32 C -4.86145 0.40191 -9.39805  0.36
33 C -4.86622 3.15870 5.96568  1.08
34 C -3.99665 0.79744 5.86948  -1.12
35 C 6.27078 0.88667 5.23034  0.16
36 C -0.41257 -0.01779 -4.14323  -1.05
37 C -5.28430 -0.84900 -11.38504  1.09
38 C 2.04253 -3.06553 4.29116  -1.04
39 C -3.63750 3.68766 5.42066  -0.94
40 C 0.60740 -0.90182 3.91545  -0.52
41 C 5.92120 -0.89764 3.68662  1.07
42 C 5.52949 0.36729 4.23407  -0.94
43 C -1.51777 0.19188 -4.88830  0.41
44 C -4.99007 1.65217 6.17676  0.39
45 C -2.65151 2.83151 5.12050  0.31
46 C 2.48776 -1.21231 -0.69406  -1.13
47 C 0.07937 1.06386 -3.34803  1.17
48 C -2.78049 1.32950 5.32717  0.83
49 C 2.70623 -1.15434 1.85297  0.31
50 H -5.53528 1.30964 -11.20536  0.45
51 H 3.04808 -2.10692 -0.98170  0.33
52 H 0.70079 2.85697 -2.19665  0.32
53 H 2.42372 -0.54026 -1.54752  0.37
54 H 1.45879 -1.52738 -0.47691  0.32
55 H 2.11480 -3.90370 4.98643  0.41
56 H 0.10823 -0.96480 -4.13507  0.46
57 H 0.50236 -2.17056 1.85656  0.24
58 H 3.17621 -0.63538 2.69100  -0.79
59 H 8.79897 -1.56931 5.58190  0.46
60 H -0.91961 2.43787 4.51447  0.16
61 H 3.01169 -2.55637 4.29357  0.19
62 H 1.89022 -3.50812 3.30091  0.27
63 H -5.27481 -2.88491 -12.27989  0.39
64 H 4.23126 -0.72717 0.51066  0.58
65 H -4.08009 -0.26937 6.02030  0.43
66 H -3.54933 4.75420 5.27043  0.45
67 H 2.92385 -2.21826 1.93877  0.61
68 H -2.87676 -0.34329 -6.07191  0.40
69 H -4.21260 -3.03160 -8.83316  0.45
70 H -6.66718 2.11601 6.79796  0.38
71 H 1.10649 -1.82056 5.75218  0.34
72 H -0.03424 -2.72481 4.78110  0.31
73 H -2.24999 3.57973 -4.13979  0.47
74 H -4.48503 1.19802 -7.75548  0.33
75 H 6.72489 2.14327 6.50189  0.39
76 H 6.72843 -2.86823 2.93959  0.36
77 H 4.65164 0.85421 3.83370  0.56
78 H -0.45597 -0.64811 3.94933  0.72

Forces on atoms 1 to 6 (eV/Å):
I 0.3 0.0 0.1
I -0.1 0.0 0.0
S -0.1 -0.4 -0.1
O 0.0 -0.1 -0.1
O 0.1 0.0 0.0
O -0.1 0.1 -0.1

Results
gap between HOMO and LUMO = 7.1227 eV
HOMO = -10.94 eV
LUMO energy = -3.82 eV
charge = +1

---

What is the gap between HOMO and LUMO in the second record? 9.7179 eV

---

Among the records above, which one has the highest gap between HOMO and LUMO? C2H3FO2S

---

Please write out number 2 again, unchanged.
Density functional theory data (ωB97M-V/def2-TZVPD) for 2 unconnected molecules or ions with the total composition C2H3FO2S at a distorted geometry.

Last column: Mulliken charge in e.
Cartesian coordinates (Å):
1 S -2.51995 1.00041 2.72994  0.29
2 F -2.03859 1.39677 1.18619  -0.24
3 O -3.55702 -0.19799 2.43304  -0.42
4 O 0.14612 -1.26198 0.50081  -0.36
5 C 1.40877 0.25069 -0.95680  -0.93
6 C 0.75028 -0.54079 -0.18367  0.82
7 H 0.91402 0.81637 -1.72336  0.24
8 H 2.46354 0.39659 -0.83275  0.24
9 H -3.11697 -1.05729 2.34692  0.36

Forces on atoms 1 to 6 (eV/Å):
S 0.3 0.0 -1.0
F -0.3 -0.3 1.0
O -0.1 0.1 0.0
O 0.3 0.3 -0.2
C 0.7 0.8 -0.8
C -1.0 -1.0 0.9

Results
gap between HOMO and LUMO = 9.7179 eV
HOMO = -9.23 eV
LUMO energy = 0.49 eV
structure (SMILES) = C=C=O.OSF
energy relative to the best compared isomer or geometry (same formula, charge and spin) = 174.1 kJ/mol

---

Look up the HOMO of the first one. -8.75 eV